The following is a DFT calculation (the ωB97M-V functional and the def2-TZVPD basis) of 12 unconnected molecules or ions with the total composition C68H124N4O20 in a non-equilibrium geometry.

As for the energy: -4389.1169 a.u. For the relative energy (zero: lowest compared OMol25 entry of this formula, charge and spin), the calculation gives 0.509 eV. Its HOMO energy is -8.2 eV. Its SMILES is CC1(C)CCCC(C)(C)N1O.CC1(C)CCCC(C)(C)N1O.CC1(C)CCCC(C)(C)N1O.CC1(C)CCCC(C)(C)N1O.O=C1CCCO1.O=C1CCCO1.O=C1CCCO1.O=C1CCCO1.O=C1CCCO1.O=C1CCCO1.O=C1CCCO1.O=C1CCCO1. For the gap between HOMO and LUMO, the calculation gives 8.391 eV. The value obtained for the LUMO energy is 0.0056 hartree.

Each line ends with the Mulliken charge.
Cartesian coordinates (Å):
C -1.67677 -6.98113 2.34236  -1.627
C -2.81501 -5.98633 2.18794  1.180
C -2.97352 -5.11842 3.53416  -0.866
C -3.77181 -3.86664 3.31476  -0.625
C -3.20714 -3.01981 2.17166  -0.769
C -3.10001 -3.77483 0.84312  2.034
N -2.35645 -4.99257 1.18870  1.148
O -2.19928 -5.73002 -0.06813  -0.609
C -4.42680 -3.97761 0.15375  -1.123
C -2.17498 -2.89460 -0.10842  -0.691
C -4.06722 -6.72271 1.72103  -1.770
H -1.76178 -7.60416 3.23478  0.398
H -0.75594 -6.39097 2.31116  0.154
H -1.68464 -7.67728 1.48709  0.403
H -3.46369 -5.77360 4.27151  0.479
H -1.97281 -4.94718 3.95505  0.068
H -3.69253 -3.26319 4.24515  0.272
H -4.85210 -4.05262 3.12607  0.435
H -2.23647 -2.54292 2.39512  -0.418
H -3.92839 -2.22124 1.95697  0.344
H -4.35353 -4.79356 -0.57511  0.558
H -5.26507 -4.15642 0.84359  0.307
H -4.67157 -3.02012 -0.31268  -0.463
H -1.12976 -3.06817 0.16752  -0.493
H -2.27674 -3.36611 -1.07910  0.851
H -2.39136 -1.83588 -0.28428  -0.298
H -4.98717 -6.15942 1.56998  0.274
H -4.24992 -7.56053 2.39205  0.453
H -3.87411 -7.18120 0.73998  0.386
H -1.28117 -5.61828 -0.28881  0.282
C 2.84930 5.49924 0.80314  -1.066
C 3.05957 4.74592 2.11916  1.578
C 3.67951 5.57721 3.18127  -1.425
C 3.62367 5.05943 4.60377  -0.299
C 2.07038 4.93138 5.00901  -1.331
C 1.29994 3.96134 3.99361  1.277
N 1.65467 4.33297 2.59197  -0.352
O 1.01695 3.42775 1.62664  1.214
C 1.70318 2.47429 4.25142  0.774
C -0.18371 4.12471 4.24620  -1.462
C 3.93969 3.51868 1.85307  0.028
H 2.22230 6.39526 0.88206  0.387
H 2.48039 4.68076 0.16766  -0.115
H 3.84887 5.73861 0.39682  0.315
H 4.70897 5.65754 2.85284  0.517
H 3.32760 6.60729 3.16598  0.308
H 4.08742 5.76988 5.30162  0.498
H 4.17479 4.11838 4.80894  0.057
H 1.61870 5.91621 4.86797  0.415
H 1.89253 4.57140 6.03937  0.441
H 1.21062 1.72380 3.58869  -1.107
H 2.80302 2.40496 4.20844  -0.942
H 1.39717 2.15397 5.27329  0.716
H -0.17550 3.98045 5.32920  0.480
H -0.48917 5.10500 3.94703  0.580
H -0.73323 3.35969 3.69855  -0.426
H 3.88780 2.92514 2.77392  -0.752
H 4.93516 3.80652 1.59634  0.867
H 3.49667 2.93279 1.03731  -1.014
H 0.52649 4.12569 1.18500  0.149
C -5.78132 1.17852 -2.55793  -2.274
C -5.22173 -0.13783 -2.92375  2.336
C -6.10668 -1.23116 -2.30203  -1.526
C -5.78298 -2.60247 -2.86347  0.305
C -5.96441 -2.54790 -4.37434  -1.833
C -5.09159 -1.52012 -5.09533  2.047
N -5.19576 -0.22247 -4.43187  0.059
O -4.20999 0.66303 -4.94506  -0.494
C -3.59376 -2.13909 -5.12487  -1.918
C -5.59371 -1.35266 -6.55281  -2.095
C -3.78288 -0.30131 -2.36947  -1.073
H -6.74671 1.40733 -3.02719  0.458
H -5.10900 1.92997 -2.97978  0.388
H -5.84143 1.36326 -1.47372  0.308
H -5.94434 -1.25908 -1.20006  0.317
H -7.17011 -0.92670 -2.47054  0.444
H -6.50519 -3.33027 -2.52128  0.579
H -4.78267 -2.95165 -2.59137  -0.206
H -6.98383 -2.19801 -4.60880  0.368
H -5.78735 -3.52222 -4.82252  0.448
H -3.32479 -2.41292 -4.14197  0.133
H -3.53932 -2.91647 -5.86768  0.615
H -2.86504 -1.36983 -5.40763  0.428
H -4.96237 -0.63307 -7.12065  0.363
H -5.49365 -2.27886 -7.11321  0.376
H -6.62444 -0.99392 -6.60002  0.485
H -3.64344 -0.00141 -1.33945  0.328
H -3.17982 0.37698 -2.97347  0.533
H -3.32149 -1.26874 -2.46319  -0.278
H -4.71863 1.42434 -5.26676  0.372
C 2.68735 -2.34668 -2.52177  -1.719
C 1.54777 -2.25301 -3.53049  2.693
C 1.19922 -0.74801 -3.66752  -0.974
C 0.35795 -0.42370 -4.86858  0.770
C 0.99776 -0.97010 -6.15386  -1.733
C 1.30833 -2.46283 -6.11110  2.032
N 2.11067 -2.73600 -4.86254  -0.027
O 2.44049 -4.12214 -4.88333  -0.475
C 0.04725 -3.30861 -6.11225  -1.396
C 2.18623 -2.82726 -7.33263  -2.067
C 0.31248 -3.08673 -3.15232  -1.180
H 2.29619 -1.88207 -1.60396  -0.387
H 3.52814 -1.75744 -2.95924  0.543
H 3.02211 -3.35273 -2.32868  0.725
H 0.67156 -0.37665 -2.75643  -0.725
H 2.14066 -0.21153 -3.64129  0.919
H 0.32789 0.67658 -4.86678  0.364
H -0.66669 -0.82085 -4.71995  -0.744
H 1.94778 -0.47671 -6.27203  0.391
H 0.38011 -0.65645 -7.00990  0.492
H -0.81871 -2.74200 -5.74604  0.004
H -0.24064 -3.67390 -7.11643  0.443
H 0.23947 -4.17002 -5.45784  0.270
H 3.19737 -2.44351 -7.18651  0.463
H 2.30216 -3.89952 -7.49652  0.370
H 1.77423 -2.37529 -8.20833  0.471
H 0.04762 -3.13019 -2.10203  -0.198
H 0.52617 -4.16137 -3.32689  0.424
H -0.53850 -2.81540 -3.77053  0.008
H 3.35387 -4.17522 -4.61293  0.367
O 6.05501 0.42090 -2.79048  -0.718
C 6.06897 0.17632 -1.57736  0.577
O 6.83130 0.94952 -0.77634  -0.331
C 6.88855 0.29790 0.56295  -0.810
C 5.47244 -0.29220 0.67452  1.226
C 5.23502 -0.77579 -0.79858  0.582
H 7.18304 1.02853 1.25803  0.410
H 7.57931 -0.50241 0.38836  0.344
H 4.79256 0.57219 0.90858  -0.871
H 5.26361 -1.10683 1.38416  0.285
H 4.19479 -0.65517 -1.09115  -1.105
H 5.61128 -1.80463 -1.01410  0.454
O 3.34088 4.40249 -3.76983  -0.569
C 4.42604 4.40963 -3.20116  0.323
O 5.31361 5.39339 -3.41666  -0.409
C 6.41900 5.29731 -2.44756  -0.527
C 6.17537 4.05935 -1.59567  -0.178
C 4.95310 3.36729 -2.24969  1.424
H 6.35126 6.21040 -1.83278  0.274
H 7.34779 5.27163 -2.99161  0.311
H 6.10713 4.40626 -0.56168  -0.126
H 7.04838 3.44067 -1.71592  0.311
H 4.10640 3.10583 -1.60766  -0.853
H 5.31433 2.51031 -2.85970  0.110
O 1.78036 -0.87117 4.70594  -0.122
C 2.92479 -0.48773 4.81617  -0.321
O 3.39377 -0.02469 6.01574  -0.491
C 4.77658 0.52765 5.79972  -0.833
C 4.99464 0.68523 4.30432  0.248
C 4.05860 -0.40189 3.69357  0.970
H 5.42869 -0.24636 6.20301  0.291
H 4.87455 1.37894 6.44706  0.414
H 6.03243 0.51265 4.03947  0.693
H 4.76002 1.71781 3.98332  -0.676
H 4.51966 -1.36754 3.70576  0.880
H 3.59877 -0.01433 2.77395  -0.892
O -3.22081 0.32605 3.70615  -0.452
C -2.61246 0.13299 4.70851  0.060
O -3.25218 -0.06714 5.86315  -0.433
C -2.38468 -0.32627 6.97268  -0.702
C -1.01316 -0.53929 6.32655  -0.437
C -1.14690 0.16451 4.96015  2.319
H -2.80610 -1.16237 7.50149  0.350
H -2.43625 0.58763 7.53149  0.297
H -0.90483 -1.60330 6.10276  0.139
H -0.12869 -0.22928 6.89150  0.379
H -0.65767 -0.51448 4.22502  -0.929
H -0.88246 1.22279 4.80877  -0.615
O 2.38683 1.84087 -0.49802  -0.582
C 1.27988 1.46874 -0.16564  -1.203
O 0.18105 1.83769 -0.80638  0.562
C -0.93668 1.45192 0.09277  0.160
C -0.56997 0.15232 0.79429  1.297
C 0.93570 0.37358 0.88613  2.097
H -1.81381 1.55393 -0.51878  0.175
H -0.99438 2.18843 0.90753  -0.825
H -0.85472 -0.66234 0.15063  -1.175
H -1.13262 -0.04880 1.74598  0.014
H 1.66286 -0.44772 0.69967  -0.244
H 1.28567 0.69347 1.86710  -0.833
O -6.91379 4.09538 1.74127  -0.633
C -5.73730 3.82962 1.48332  0.341
O -5.27638 3.50115 0.21612  -0.450
C -3.89863 3.07271 0.36974  0.396
C -3.36616 3.79901 1.60870  1.152
C -4.61304 3.94754 2.46039  -0.457
H -3.49321 3.33532 -0.61216  -0.013
H -3.89130 2.00050 0.54003  -0.165
H -2.89365 4.72306 1.27620  0.341
H -2.63162 3.14927 2.05934  -0.983
H -4.57848 4.83875 3.07688  0.371
H -4.65695 3.10493 3.12783  0.162
O 3.25628 -2.40332 1.05449  -0.256
C 2.52725 -3.01770 1.82246  -0.369
O 3.03172 -3.56879 2.92163  -0.458
C 2.03933 -4.12326 3.79440  -0.763
C 0.69539 -3.55355 3.30999  1.407
C 1.00487 -3.16774 1.89708  1.638
H 2.31377 -3.78565 4.77576  0.351
H 2.07196 -5.20312 3.61520  0.352
H 0.40034 -2.61932 3.81003  -0.655
H -0.07943 -4.29860 3.39381  -0.802
H 0.61617 -2.19234 1.57711  -0.905
H 0.75478 -3.89077 1.10428  0.107
O -0.56338 5.04457 -0.17928  -0.657
C -0.37229 4.61595 -1.26596  0.037
O -1.39136 4.22899 -2.03025  -0.328
C -1.00101 3.65532 -3.33428  0.127
C 0.47209 4.13822 -3.47998  -0.824
C 0.92866 4.58890 -2.08381  1.121
H -1.75289 4.02066 -4.07918  0.357
H -0.94307 2.62848 -3.11098  -0.238
H 0.51078 4.97169 -4.17669  0.230
H 1.02476 3.32530 -3.88880  0.424
H 1.42062 5.57758 -2.09437  1.009
H 1.62560 3.82121 -1.74884  -1.378